Entry from OMol25: a structure of composition C49H63N4O3S4ScSiTe (wB97M-V/def2-TZVPD).

The geometry in XYZ format:
```
126
Properties=species:S:1:pos:R:3
Sc -0.1010 -0.8925 -0.7343
C 3.4693 -1.9855 1.3511
C 4.5215 -1.2553 0.8365
C 4.3605 -0.6187 -0.3807
C 3.1519 -0.7219 -1.0621
N 2.0987 -1.3153 -0.4950
C 2.2712 -1.9541 0.6689
C 3.0523 -0.2735 -2.4847
C 4.2218 -0.2069 -3.2146
C 4.1501 0.2583 -4.5283
C 2.9407 0.5878 -5.0574
C 1.7567 0.4237 -4.2834
N 1.8454 0.0173 -2.9923
C 0.5024 0.7488 -4.8686
C 0.2354 0.8723 -6.2377
C -1.0313 0.8406 -6.7535
C -2.0951 0.4811 -5.8562
C -1.9052 0.4094 -4.5381
N -0.6452 0.9114 -3.9621
H 3.5610 -2.5681 2.2559
H 5.4705 -1.2033 1.3563
H 5.1613 -0.0321 -0.8034
H 1.4122 -2.4860 1.0533
H 5.1623 -0.5320 -2.8003
H 5.0526 0.3691 -5.1181
H 2.8810 0.9948 -6.0554
H 1.0717 0.9231 -6.9228
H -1.2007 0.8951 -7.8192
H -3.0567 0.1742 -6.2490
H -2.6155 0.0492 -3.8102
S -1.0627 -3.1044 0.1697
C -2.0430 -3.6446 -1.1817
C -3.0432 -4.5949 -0.9640
C -3.8577 -5.0375 -1.9927
C -3.6801 -4.5376 -3.2777
C -2.6721 -3.6168 -3.5166
C -1.8403 -3.1701 -2.4876
S -0.5130 -2.0798 -2.8849
H -3.1683 -4.9859 0.0388
H -4.6324 -5.7686 -1.7902
H -4.3163 -4.8656 -4.0917
H -2.4941 -3.2335 -4.5145
C 3.0115 2.4979 4.8922
C 3.3864 1.5998 3.7120
C 4.4889 0.6377 4.1376
C 3.8414 2.4353 2.5173
O 2.2898 0.7924 3.3059
Si 0.6837 1.1283 3.1318
S -0.1733 -0.0637 1.7062
O 0.6082 2.7560 2.8653
C -0.5187 3.6305 2.8061
C -1.7418 2.9521 2.1939
C -0.8377 4.1042 4.2236
C -0.0867 4.8144 1.9502
O -0.0464 0.9528 4.6056
C -0.4541 -0.2037 5.3293
C 0.2872 -1.4709 4.9016
C -0.1485 0.0871 6.7959
C -1.9536 -0.3856 5.1185
H 3.8908 3.0346 5.2555
H 2.6030 1.8871 5.7004
H 2.2441 3.2107 4.5922
H 5.3900 1.1843 4.4258
H 4.7285 -0.0345 3.3133
H 4.1528 0.0360 4.9846
H 4.6945 3.0663 2.7793
H 3.0131 3.0606 2.1821
H 4.1192 1.7711 1.6961
H -2.1240 2.1763 2.8611
H -1.4834 2.4605 1.2551
H -2.5280 3.6901 2.0170
H -1.0097 3.2379 4.8627
H -1.7279 4.7379 4.2223
H 0.0027 4.6734 4.6295
H 0.1154 4.4865 0.9311
H 0.8232 5.2570 2.3620
H -0.8707 5.5749 1.9250
H 1.3650 -1.2901 4.8894
H -0.0104 -1.7703 3.8966
H 0.0626 -2.2823 5.5967
H 0.9315 0.1657 6.9399
H -0.5328 -0.7113 7.4343
H -0.6062 1.0330 7.0929
H -2.1453 -0.5761 4.0611
H -2.4872 0.5209 5.4133
H -2.3262 -1.2291 5.7043
Te 1.6000 -4.6246 -1.8590
C 2.8659 -6.3217 -1.6370
C 3.6509 -6.7342 -0.5867
C 4.2871 -7.9961 -0.7742
C 4.0006 -8.5565 -1.9826
S 2.9517 -7.5234 -2.8791
H 3.7573 -6.1396 0.3115
H 4.9186 -8.4716 -0.0326
H 4.3301 -9.5007 -2.3894
C -5.9788 2.7994 -1.8833
C -4.9876 1.7208 -1.5188
C -5.4248 0.4899 -1.0626
C -4.4873 -0.4864 -0.7031
C -4.9388 -1.8560 -0.2780
C -3.1463 -0.1840 -0.7810
C -2.6454 1.0468 -1.2533
C -3.6256 1.9867 -1.6415
N -1.2809 1.1851 -1.2931
C -0.6892 2.3801 -1.8912
C -1.2471 3.7683 -1.4686
C 0.7770 2.4002 -1.4329
C -0.8140 2.3116 -3.4345
H -7.0033 2.4484 -1.7508
H -5.8560 3.1136 -2.9231
H -5.8399 3.6827 -1.2548
H -6.4866 0.2774 -0.9874
H -5.9834 -1.8396 0.0409
H -4.3188 -2.2409 0.5329
H -4.8433 -2.5532 -1.1113
H -2.4198 -0.9216 -0.4569
H -3.3546 2.9439 -2.0534
H -1.7751 3.6928 -0.5209
H -1.9204 4.2056 -2.2069
H -0.4191 4.4692 -1.3419
H 0.8186 2.6919 -0.3809
H 1.3671 3.1043 -2.0275
H 1.2334 1.4221 -1.5201
H -1.8152 2.6201 -3.7338
H -0.4733 0.3273 -3.1261
H -0.0814 2.9540 -3.9251
```

Summary:
Charge   -2
Frontier orbital gap   4.365 eV
ΔE to the lowest compared entry with this formula, charge and spin   66.9 kcal/mol

---

Entry from OMol25: a structure of composition C49H64AsCoNO4P (wB97M-V/def2-TZVPD).

The geometry in XYZ format:
```
121
Properties=species:S:1:pos:R:3
Co -0.2047 1.0558 -0.0275
C -2.5532 -4.8222 2.5954
C -3.1614 -3.6057 3.3105
C -4.6322 -3.4484 2.8908
C -3.1166 -3.8733 4.8171
C -2.4028 -2.3377 2.9188
C -2.2839 -2.0059 1.5890
C -1.6043 -0.8398 1.2236
N -1.3580 -0.3631 -0.0267
C -1.7061 -0.7811 -1.2692
C -2.6294 -1.7651 -1.6475
C -2.8278 -2.0360 -2.9789
C -2.0725 -1.3239 -3.9400
C -1.1594 -0.3335 -3.6392
C -0.9835 -0.0326 -2.2650
O -0.1709 0.8795 -1.8219
C -0.3585 0.3890 -4.7226
C -0.7439 -0.0908 -6.1217
C 1.1393 0.0922 -4.5160
C -0.6246 1.9057 -4.6647
C -3.8646 -3.0856 -3.3793
C -3.5048 -4.4376 -2.7435
C -5.2485 -2.6383 -2.8802
C -3.9479 -3.2858 -4.8955
C -1.0081 0.0199 2.2175
O -0.3705 1.0576 1.7605
C -1.1339 -0.3121 3.5850
C -1.8248 -1.4795 3.8731
C -0.5313 0.4739 4.7616
C -1.6516 0.7945 5.7652
C 0.5344 -0.4079 5.4320
C 0.1339 1.8054 4.3910
H -3.0877 -5.7273 2.8889
H -1.5021 -4.9402 2.8651
H -2.6201 -4.7320 1.5107
H -5.2049 -4.3277 3.1918
H -4.7249 -3.3358 1.8094
H -5.0739 -2.5695 3.3634
H -3.6528 -4.7972 5.0354
H -3.5959 -3.0729 5.3838
H -2.0903 -3.9950 5.1700
H -2.6861 -2.6563 0.8266
H -3.2034 -2.2901 -0.8987
H -2.2198 -1.5644 -4.9814
H -0.5480 -1.1571 -6.2510
H -0.1486 0.4485 -6.8593
H -1.7973 0.1033 -6.3343
H 1.3443 -0.9614 -4.7180
H 1.4478 0.3096 -3.4963
H 1.7421 0.6967 -5.1978
H -1.6753 2.1105 -4.8814
H -0.0163 2.4171 -5.4147
H -0.3920 2.3109 -3.6840
H -3.5170 -4.3910 -1.6534
H -2.5117 -4.7607 -3.0612
H -4.2269 -5.1946 -3.0545
H -5.2736 -2.5473 -1.7935
H -6.0057 -3.3664 -3.1767
H -5.5144 -1.6701 -3.3081
H -2.9998 -3.6392 -5.3058
H -4.2386 -2.3673 -5.4086
H -4.7037 -4.0397 -5.1161
H -1.9063 -1.7541 4.9146
H -2.0977 -0.1085 6.1826
H -2.4392 1.3699 5.2755
H -1.2574 1.3884 6.5916
H 0.1088 -1.3385 5.8094
H 0.9900 0.1245 6.2698
H 1.3175 -0.6611 4.7132
H -0.5702 2.4697 3.8907
H 0.9917 1.6655 3.7360
H 0.4778 2.2921 5.3069
O 1.7739 0.9689 0.1401
As 3.4037 0.9046 -0.0869
C 4.1760 1.7094 1.4929
C 4.6473 3.0159 1.4480
C 5.0214 3.6483 2.6242
C 4.9082 2.9834 3.8368
C 4.4410 1.6763 3.8781
C 4.0744 1.0363 2.7055
C 3.8839 1.9624 -1.6256
C 5.2034 2.2334 -1.9751
C 5.4637 3.0228 -3.0840
C 4.4139 3.5354 -3.8357
C 3.0993 3.2623 -3.4842
C 2.8311 2.4753 -2.3748
C 3.9044 -0.9410 -0.3315
C 3.3697 -1.8827 0.5420
C 3.6499 -3.2255 0.3546
C 4.4480 -3.6237 -0.7105
C 4.9600 -2.6841 -1.5932
C 4.6883 -1.3364 -1.4073
H 4.7198 3.5337 0.4988
H 5.4064 4.6592 2.5954
H 5.1819 3.4874 4.7545
H 4.3653 1.1573 4.8246
H 3.7105 0.0166 2.7331
H 6.0205 1.8332 -1.3849
H 6.4859 3.2402 -3.3640
H 4.6250 4.1499 -4.7011
H 2.2836 3.6576 -4.0758
H 1.8126 2.2357 -2.0873
H 2.7125 -1.5672 1.3441
H 3.2418 -3.9646 1.0311
H 4.6653 -4.6735 -0.8567
H 5.5659 -3.0009 -2.4315
H 5.0782 -0.5999 -2.0998
C -1.8331 4.8567 1.6806
P -0.8175 4.2312 0.3234
C 0.8900 4.1890 0.9211
C -0.9289 5.4717 -0.9866
O -1.2682 2.8834 -0.1644
H -1.4645 5.8279 2.0127
H -1.8092 4.1517 2.5109
H -2.8605 4.9603 1.3323
H 1.2177 5.1555 1.3028
H 1.5362 3.8756 0.0990
H 0.9439 3.4350 1.7100
H -0.5097 6.4233 -0.6590
H -1.9803 5.6083 -1.2399
H -0.3991 5.1155 -1.8693
```

Summary:
Charge   +1
Spin multiplicity   2
Frontier orbital gap (alpha / beta)   5.546 / 5.723 eV
⟨S²⟩   1.1436

---

Entry from OMol25: a structure of composition C49H64N8OOsS2 (wB97M-V/def2-TZVPD).

The geometry in XYZ format:
```
125
Properties=species:S:1:pos:R:3
Os 0.2082 0.6343 -0.4562
C 3.1988 3.9877 3.9954
C 2.8104 2.5789 4.4105
N 2.8250 1.6163 3.2886
C 4.0297 0.7864 3.1375
C 5.0610 1.3637 2.1811
C 1.7985 1.5499 2.4388
S 1.9138 0.3712 1.1888
N 0.7838 2.3904 2.7273
C -0.3065 2.4789 2.0210
O -0.6016 1.9104 0.9027
C -1.4213 3.2883 2.5741
C -1.2050 4.1036 3.6866
C -2.2430 4.8574 4.2054
C -3.5041 4.7942 3.6259
C -3.7292 3.9735 2.5288
C -2.6912 3.2249 1.9990
H 3.1870 4.6414 4.8675
H 2.4931 4.3800 3.2643
H 4.2003 4.0233 3.5694
H 1.8151 2.5691 4.8491
H 3.5043 2.1824 5.1497
H 3.7298 -0.2176 2.8329
H 4.4495 0.6899 4.1375
H 4.6772 1.4049 1.1630
H 5.9474 0.7298 2.1810
H 5.3673 2.3631 2.4852
H -0.2182 4.1439 4.1264
H -2.0705 5.4953 5.0615
H -4.3146 5.3831 4.0339
H -4.7155 3.9161 2.0889
H -2.8672 2.5680 1.1568
C -2.0649 -1.5307 -6.4712
C -0.9109 -2.4709 -6.2717
C -0.4742 -3.3061 -7.2931
C 0.5901 -4.1768 -7.1155
C 1.2280 -4.2455 -5.8873
C 0.8030 -3.4383 -4.8432
C -0.2430 -2.5447 -5.0463
N -0.7206 -1.7099 -3.9919
C 0.0111 -1.0610 -3.0653
N 1.3124 -0.9242 -3.3150
C 2.2778 -0.1000 -2.6847
C 2.0168 0.6167 -1.5148
C 3.0294 1.5177 -1.1482
C 4.2157 1.6464 -1.8410
C 4.4584 0.8576 -2.9529
C 3.4888 -0.0155 -3.4020
C 3.7178 -0.8306 -4.6475
N -0.5657 -0.5423 -1.9736
C -1.9382 -0.9468 -1.7778
C -2.8862 0.0742 -1.7624
C -4.2216 -0.2105 -1.5336
C -4.6055 -1.5288 -1.3369
C -3.6592 -2.5422 -1.3677
C -2.3082 -2.2855 -1.5835
C -1.3216 -3.4206 -1.5684
H -2.3839 -1.5288 -7.5109
H -1.8039 -0.5069 -6.1955
H -2.9357 -1.8183 -5.8738
H -0.9764 -3.2632 -8.2513
H 0.9121 -4.8086 -7.9314
H 2.0441 -4.9374 -5.7304
H 1.2677 -3.5311 -3.8691
H -1.7212 -1.6496 -3.8761
H 1.6084 -1.3453 -4.1840
H 2.8721 2.1666 -0.3008
H 4.9570 2.3630 -1.5124
H 5.3904 0.9420 -3.4962
H 4.6936 -0.6071 -5.0718
H 2.9794 -0.6223 -5.4286
H 3.6927 -1.9052 -4.4464
H -2.5618 1.0950 -1.9316
H -4.9532 0.5855 -1.5161
H -5.6453 -1.7720 -1.1657
H -3.9707 -3.5666 -1.2041
H -1.6162 -4.1570 -0.8213
H -0.3159 -3.0821 -1.3181
H -1.2798 -3.9289 -2.5344
C -0.8851 5.7160 -4.3654
C -0.5711 4.5734 -3.4566
C -0.0238 3.3793 -3.9104
C 0.2524 2.3577 -3.0300
N 0.0070 2.4163 -1.7061
C -0.5085 3.5839 -1.2617
C -0.8001 4.6467 -2.0859
H -0.6670 5.4802 -5.4044
H -0.3026 6.5935 -4.0817
H -1.9383 5.9871 -4.2839
H 0.2055 3.2351 -4.9579
H 0.7001 1.4546 -3.4030
H -0.6931 3.6692 -0.2056
H -1.2061 5.5435 -1.6363
C -3.7346 -1.1493 4.0875
C -3.0626 -1.0568 5.4548
C -1.5649 -1.3565 5.4766
C -0.6811 -0.3158 4.7943
N -0.7963 -0.2959 3.3385
C -0.2634 -1.1663 2.4905
S -0.8715 -1.1261 0.8484
N 0.5784 -2.0897 2.9152
C 1.2921 -3.0682 2.0913
C 1.4720 -4.3921 2.8249
C 0.2789 -5.3406 2.7335
C -1.0071 -4.8255 3.3659
H -4.8183 -1.1795 4.1932
H -3.4304 -2.0529 3.5528
H -3.5162 -0.2954 3.4418
H -3.5439 -1.7658 6.1307
H -3.2394 -0.0701 5.8931
H -1.3765 -2.3364 5.0267
H -1.2285 -1.4284 6.5135
H 0.3734 -0.4589 5.0508
H -0.9244 0.6931 5.1330
H -1.5465 0.2426 2.9304
H 0.7827 -2.1183 3.9047
H 2.2537 -2.6341 1.8081
H 0.7139 -3.2075 1.1776
H 1.7263 -4.1977 3.8739
H 2.3502 -4.8832 2.4023
H 0.5581 -6.2876 3.1987
H 0.0984 -5.5702 1.6787
H -0.8560 -4.5728 4.4185
H -1.7921 -5.5798 3.3252
H -1.3889 -3.9364 2.8572
```

Summary:
Charge   +2
Frontier orbital gap (alpha / beta)   6.565 / 6.564 eV
ΔE to the lowest compared entry with this formula, charge and spin   2.4 kcal/mol

---

In order of appearance, calculated total energy = -5261.05008, -6221.06090, -3305.56203 a.u..
In order of appearance, max |F| = 0.9, 2.4, 1.2 eV/Å.